Below is C54H38N5O10PPbS as an isolated structure in a non-equilibrium geometry, with properties calculated with the ωB97M-V functional and the def2-TZVPD basis.

Atoms and positions in Å:
Pb 1.38 -0.24 -0.13
C -5.09 -3.09 -1.82
C -4.38 -2.67 -2.94
C -3.38 -1.72 -2.82
C -3.10 -1.15 -1.57
C -3.83 -1.57 -0.46
C -4.81 -2.53 -0.58
N -2.05 -0.26 -1.40
N -1.84 0.50 -2.37
C -0.81 1.42 -2.31
C -0.99 2.46 -3.25
C -0.17 3.55 -3.25
C 0.85 3.62 -2.31
C 1.04 2.60 -1.40
C 0.26 1.44 -1.39
H -5.86 -3.84 -1.92
H -4.60 -3.10 -3.91
H -2.82 -1.38 -3.68
H -3.61 -1.10 0.48
H -5.37 -2.84 0.29
H -1.84 2.38 -3.92
H -0.32 4.35 -3.96
H 1.52 4.48 -2.31
H 1.86 2.70 -0.70
C -2.96 5.62 -0.70
C -3.74 4.48 -0.60
C -3.21 3.34 -0.02
C -1.91 3.31 0.49
C -1.13 4.45 0.35
C -1.65 5.60 -0.23
P -1.37 1.65 1.14
C -2.14 1.92 2.83
C -3.23 2.74 3.08
C -3.66 2.98 4.39
C -3.01 2.39 5.46
C -1.94 1.53 5.21
C -1.51 1.30 3.92
C 0.31 2.08 1.82
C 0.40 3.15 2.71
C 1.60 3.51 3.29
C 2.75 2.80 3.00
C 2.71 1.72 2.13
C 1.50 1.36 1.55
H -3.36 6.52 -1.15
H -4.75 4.48 -0.97
H -3.82 2.44 0.05
H -0.11 4.46 0.70
H -1.03 6.48 -0.33
H -3.75 3.24 2.27
H -4.49 3.65 4.56
H -3.33 2.59 6.47
H -1.43 1.06 6.04
H -0.68 0.65 3.73
H -0.48 3.72 2.96
H 1.64 4.35 3.97
H 3.70 3.08 3.46
H 3.61 1.19 1.89
O 4.91 1.31 0.03
C 4.48 0.90 -1.03
N 3.18 0.75 -1.39
S 3.02 0.63 -3.00
O 2.88 1.93 -3.62
O 2.06 -0.35 -3.43
C 4.73 0.19 -3.33
C 5.39 -0.22 -4.46
C 6.78 -0.35 -4.40
C 7.46 -0.02 -3.23
C 6.79 0.42 -2.10
C 5.41 0.51 -2.16
H 4.84 -0.45 -5.36
H 7.33 -0.70 -5.26
H 8.54 -0.13 -3.21
H 7.29 0.69 -1.19
O 0.16 -2.94 1.62
C -0.62 -2.05 1.96
O -0.61 -0.84 1.56
C -1.74 -2.48 2.92
C -1.59 -3.70 3.59
C -2.59 -4.19 4.39
C -3.79 -3.48 4.52
C -3.95 -2.26 3.87
C -2.93 -1.77 3.08
N -4.85 -4.02 5.31
O -5.92 -3.42 5.35
O -4.66 -5.07 5.92
H -0.66 -4.23 3.45
H -2.49 -5.13 4.91
H -4.87 -1.72 4.00
H -3.04 -0.82 2.59
C 3.85 -4.05 -3.88
C 4.30 -3.14 -2.91
C 3.43 -2.56 -2.04
C 2.04 -2.85 -2.09
C 1.07 -2.25 -1.27
C -0.22 -2.67 -1.25
C -0.64 -3.67 -2.15
C 0.23 -4.19 -3.06
C 1.59 -3.82 -3.04
C 2.53 -4.40 -3.93
H 4.56 -4.49 -4.57
H 5.36 -2.89 -2.86
H 3.77 -1.90 -1.26
H -0.93 -2.26 -0.57
H -1.68 -3.98 -2.13
H -0.10 -4.91 -3.80
H 2.18 -5.13 -4.64
O 3.36 -1.03 2.89
N 4.03 -1.42 1.94
O 5.13 -1.96 2.10
O 3.60 -1.28 0.75

Results
spin multiplicity	1
M	1187.16	g/mol
net charge	-2
highest occupied orbital energy	-0.11851	Eh
orbital gap	6.373	eV
energy above the lowest of the compared OMol25 structures with the same formula, charge and spin	170.89	kJ/mol

Here are the Löwdin charges for atoms 1 to 6, given in e: 1.538, -0.112, -0.108, -0.040, -0.275, -0.018



Below is C4H6BaO2 as an isolated structure in a non-equilibrium geometry, with properties calculated with the ωB97M-V functional and the def2-TZVPD basis.

Atoms and positions in Å:
O -2.61 1.06 0.11
C -1.38 0.59 -0.40
C -0.84 -0.42 0.60
C 0.42 -1.01 0.18
C 1.47 -1.49 -0.22
H -3.00 1.68 -0.52
H -0.65 1.41 -0.52
H -1.51 0.11 -1.38
H -1.56 -1.25 0.72
H -0.73 0.04 1.59
H 2.26 -2.19 -0.48
O 4.78 1.08 -0.67
Ba 3.34 0.38 0.98

Results
expectation value of S²	0.755
spin multiplicity	2
M	223.42	g/mol
net charge	+1
highest occupied orbital energy (spin up / spin down)	-0.51173 / -0.48917	Eh
orbital gap (spin up / spin down)	9.500 / 8.665	eV
energy above the lowest of the compared OMol25 structures with the same formula, charge and spin	43.02	kJ/mol

Here are the Löwdin charges for atoms 1 to 6, given in e: -0.040, -0.269, -0.173, -0.165, -0.057, 0.102



Below is a 2-piece molecular cluster, C4H6NO3S overall in a non-equilibrium geometry, with properties calculated with the ωB97M-V functional and the def2-TZVPD basis.

Atoms and positions in Å:
C -0.04 -1.31 -0.34
C -1.22 0.02 1.09
C -1.43 0.91 -0.10
C 0.34 -0.19 -1.10
N -0.73 -1.30 0.80
O 3.10 -1.08 0.36
O 3.15 1.39 0.02
O -0.20 1.08 -0.79
S 2.38 0.23 0.41
H 0.29 -2.26 -0.78
H -0.31 0.48 1.63
H -2.20 -0.10 1.57
H -2.16 0.40 -0.88
H -1.74 1.87 0.21
H 0.78 -0.13 -2.10

Results
spin multiplicity	1
M	148.16	g/mol
net charge	-1
highest occupied orbital energy (spin up / spin down)	-0.09628 / -0.09625	Eh
orbital gap (spin up / spin down)	6.524 / 6.523	eV
energy above the lowest of the compared OMol25 structures with the same formula, charge and spin	317.98	kJ/mol

Here are the Löwdin charges for atoms 1 to 6, given in e: -0.293, -0.303, -0.251, -0.286, -0.035, -0.542



Below is one molecule with the formula C26H21FN8O4 in a non-equilibrium geometry, with properties calculated with the ωB97M-V functional and the def2-TZVPD basis.

Atoms and positions in Å:
N 5.66 -2.96 -3.13
C 5.60 -4.00 -2.29
N 6.48 -4.97 -2.17
O 6.05 -5.76 -1.15
N 4.92 -5.31 -0.61
C 4.60 -4.23 -1.27
N 3.49 -3.45 -1.04
N 3.04 -2.64 -2.02
N 1.99 -2.05 -1.61
C 1.71 -2.44 -0.34
C 0.53 -1.98 0.42
O 0.23 -2.42 1.50
N -0.16 -1.03 -0.27
N -1.28 -0.47 0.20
C -1.90 0.39 -0.51
C -3.12 1.01 -0.05
C -3.65 0.70 1.21
C -4.81 1.30 1.63
C -5.48 2.22 0.82
O -6.62 2.74 1.34
C -7.38 3.65 0.57
C -6.69 4.98 0.33
C -5.75 5.46 1.23
C -5.13 6.68 1.01
C -5.46 7.43 -0.10
C -6.41 6.96 -1.00
C -7.02 5.74 -0.78
C -4.95 2.53 -0.43
C -3.78 1.93 -0.85
C 2.68 -3.35 0.05
C 2.98 -3.95 1.38
O 3.88 -3.11 2.10
C 5.14 -3.02 1.55
C 6.08 -4.04 1.75
C 7.34 -3.93 1.20
C 7.65 -2.81 0.46
F 8.88 -2.71 -0.09
C 6.75 -1.79 0.26
C 5.49 -1.90 0.81
H 6.33 -3.00 -3.88
H 4.80 -2.44 -3.26
H 0.20 -0.76 -1.20
H -1.53 0.68 -1.50
H -3.13 -0.01 1.83
H -5.24 1.07 2.60
H -7.67 3.20 -0.39
H -8.29 3.81 1.16
H -5.49 4.87 2.10
H -4.40 7.04 1.71
H -4.99 8.38 -0.27
H -6.67 7.55 -1.87
H -7.76 5.37 -1.49
H -5.44 3.25 -1.07
H -3.38 2.18 -1.82
H 2.06 -3.96 1.97
H 3.39 -4.96 1.26
H 5.80 -4.91 2.33
H 8.07 -4.71 1.34
H 7.03 -0.92 -0.33
H 4.76 -1.11 0.68

Results
spin multiplicity	1
M	528.50	g/mol
highest occupied orbital energy	-0.29807	Eh
SMILES	Nc1nonc1-n1nnc(C(=O)N/N=C/c2ccc(OCc3ccccc3)cc2)c1COc1ccc(F)cc1
orbital gap	7.936	eV
energy above the lowest of the compared OMol25 structures with the same formula, charge and spin	0.00	kJ/mol

Here are the Löwdin charges for atoms 1 to 6, given in e: 0.157, -0.338, 0.127, -0.069, 0.144, -0.198



Below is one molecule with the formula C15H16N2O3 in a non-equilibrium geometry, with properties calculated with the ωB97M-V functional and the def2-TZVPD basis.

Atoms and positions in Å:
N -5.55 -3.06 -1.12
N -4.21 -2.77 -0.78
C -3.28 -2.53 -1.74
O -3.52 -2.69 -2.93
C -1.99 -2.07 -1.22
C -0.82 -1.82 -1.89
C 0.12 -1.43 -0.91
C -0.54 -1.47 0.28
C -0.08 -1.18 1.68
O 1.23 -0.68 1.74
C 1.47 0.60 1.29
C 0.52 1.45 0.76
C 0.88 2.73 0.34
C 2.19 3.14 0.46
C 3.15 2.28 1.00
C 2.80 1.01 1.41
C 4.49 2.94 1.02
C 4.16 4.43 0.83
C 2.81 4.45 0.08
O -1.82 -1.86 0.11
H -5.69 -4.08 -1.08
H -5.66 -2.79 -2.10
H -4.06 -2.50 0.18
H -0.67 -1.90 -2.95
H 1.14 -1.15 -1.07
H -0.04 -2.12 2.25
H -0.79 -0.51 2.18
H -0.51 1.14 0.65
H 0.13 3.38 -0.08
H 3.53 0.33 1.83
H 5.04 2.75 1.94
H 5.09 2.57 0.18
H 4.94 4.97 0.30
H 4.03 4.90 1.81
H 2.20 5.31 0.35
H 2.97 4.48 -1.00

Results
spin multiplicity	1
M	272.30	g/mol
highest occupied orbital energy	-0.30752	Eh
SMILES	NNC(=O)c1ccc(COc2ccc3c(c2)CCC3)o1
orbital gap	9.077	eV
energy above the lowest of the compared OMol25 structures with the same formula, charge and spin	220.26	kJ/mol

Here are the Löwdin charges for atoms 1 to 6, given in e: 0.037, -0.016, -0.445, 0.062, -0.179, 0.033



Below is C2H5NS2 as an isolated structure in a non-equilibrium geometry, with properties calculated with the ωB97M-V functional and the def2-TZVPD basis.

Atoms and positions in Å:
C 0.77 1.05 -0.43
C -1.43 -0.85 0.52
N 0.24 -0.29 -0.63
S 2.36 0.63 0.54
S 1.65 -1.15 -0.32
H 1.30 1.32 -1.40
H 0.17 1.84 0.11
H -1.85 -1.08 -0.47
H -1.39 -1.62 1.27
H -1.83 0.15 0.80

Results
spin multiplicity	1
M	107.20	g/mol
highest occupied orbital energy (spin up / spin down)	-0.27348 / -0.27349	Eh
orbital gap (spin up / spin down)	7.565 / 7.566	eV
energy above the lowest of the compared OMol25 structures with the same formula, charge and spin	435.50	kJ/mol

Here are the Löwdin charges for atoms 1 to 6, given in e: -0.616, 0.069, -0.570, 0.403, 0.481, 0.071



Below is C3H10N2O2 as an isolated structure, with properties calculated with the ωB97M-V functional and the def2-TZVPD basis.

Atoms and positions in Å:
C 0.61 0.59 -0.07
C 0.45 -0.74 0.49
C -2.22 -0.73 -0.03
N 0.62 0.74 -1.39
N 0.72 1.64 0.75
O -1.31 -0.17 0.86
O 2.26 -0.98 -0.09
H 2.83 -0.94 0.68
H 1.01 -0.03 -1.91
H 0.79 1.66 -1.78
H 0.74 2.57 0.36
H 0.23 1.55 1.63
H 0.16 -1.56 -0.14
H 0.63 -0.91 1.53
H -3.24 -0.37 0.19
H -2.26 -1.84 0.02
H -2.02 -0.46 -1.09

Results
spin multiplicity	1
M	106.12	g/mol
highest occupied orbital energy	-0.29674	Eh
orbital gap	8.617	eV
energy above the lowest of the compared OMol25 structures with the same formula, charge and spin	415.49	kJ/mol

Here are the Löwdin charges for atoms 1 to 6, given in e: -0.416, -0.058, -0.247, 0.202, 0.197, -0.306



Below is a 10-piece molecular cluster, C20H60O10S10 overall in a non-equilibrium geometry, with properties calculated with the ωB97M-V functional and the def2-TZVPD basis.

Atoms and positions in Å:
C 12.01 18.38 6.58
S 13.41 18.74 7.73
O 13.83 20.19 7.41
C 12.48 18.90 9.30
H 11.08 18.77 7.01
H 11.71 17.34 6.58
H 12.16 18.81 5.59
H 12.36 17.99 9.89
H 11.44 19.20 9.15
H 13.07 19.65 9.81
C 13.78 19.80 13.86
S 12.06 19.27 13.47
O 11.70 19.75 12.08
C 12.44 17.52 13.17
H 14.29 19.06 14.47
H 13.84 20.74 14.41
H 14.35 19.82 12.93
H 13.09 17.17 13.97
H 13.10 17.45 12.31
H 11.51 16.98 12.99
C 9.35 12.74 12.36
S 7.89 11.62 12.21
O 6.64 12.45 11.75
C 8.37 10.45 10.88
H 9.45 13.38 11.48
H 10.28 12.23 12.60
H 9.14 13.40 13.20
H 8.56 10.99 9.95
H 7.55 9.79 10.62
H 9.24 9.89 11.21
C 12.18 12.65 9.97
S 13.20 13.62 11.14
O 14.57 13.06 10.87
C 13.00 15.21 10.19
H 11.33 13.21 9.59
H 11.87 11.79 10.56
H 12.87 12.47 9.15
H 13.67 15.96 10.62
H 11.96 15.53 10.25
H 13.22 15.17 9.12
C 16.48 14.03 13.21
S 18.11 14.24 12.37
O 19.00 14.85 13.45
C 18.57 12.56 11.99
H 16.69 13.63 14.20
H 15.84 13.31 12.70
H 15.99 15.00 13.14
H 18.05 12.21 11.10
H 18.29 11.98 12.87
H 19.65 12.60 11.83
C 8.77 18.64 10.45
S 9.28 17.28 9.31
O 9.48 16.02 10.16
C 7.73 17.23 8.37
H 7.93 18.32 11.06
H 8.49 19.55 9.91
H 9.49 18.98 11.19
H 7.61 18.08 7.70
H 6.89 17.22 9.05
H 7.82 16.32 7.78
C 8.03 13.32 8.56
S 8.84 13.89 6.95
O 9.97 12.83 6.88
C 7.58 13.21 5.83
H 8.71 13.27 9.41
H 7.56 12.35 8.40
H 7.15 13.88 8.88
H 7.56 12.12 5.76
H 7.89 13.60 4.86
H 6.55 13.50 6.03
C 16.07 17.44 9.92
S 16.16 18.46 11.45
O 15.86 17.56 12.68
C 17.97 18.94 11.50
H 16.30 16.38 10.00
H 16.77 17.81 9.17
H 15.07 17.39 9.48
H 18.62 18.07 11.56
H 18.15 19.54 12.39
H 18.13 19.51 10.58
C 15.93 7.76 9.96
S 14.13 7.44 10.05
O 13.77 7.54 11.52
C 13.48 9.05 9.20
H 16.33 7.91 8.96
H 16.33 6.91 10.51
H 16.02 8.60 10.65
H 14.09 9.90 9.49
H 12.42 9.23 9.36
H 13.62 8.86 8.13
C 15.57 8.23 13.78
S 15.06 9.88 14.36
O 16.35 10.67 14.24
C 14.07 10.41 12.83
H 16.16 7.79 14.59
H 16.07 8.47 12.84
H 14.68 7.61 13.62
H 14.01 11.50 12.88
H 13.12 9.88 12.78
H 14.77 10.32 12.00

Results
spin multiplicity	1
M	781.36	g/mol
highest occupied orbital energy	-0.28803	Eh
orbital gap	7.882	eV
energy above the lowest of the compared OMol25 structures with the same formula, charge and spin	264.18	kJ/mol

Here are the Löwdin charges for atoms 1 to 6, given in e: -0.253, 0.834, -0.571, -0.266, 0.022, 0.041



Below is C34H34BHfN7O5S3 as an isolated structure in a non-equilibrium geometry, with properties calculated with the ωB97M-V functional and the def2-TZVPD basis.

Atoms and positions in Å:
Hf 0.95 0.05 0.97
C -5.23 3.89 -1.11
C -4.45 2.58 -0.91
C -3.56 2.32 -2.12
C -5.36 1.35 -0.71
C -3.58 2.66 0.37
C -3.95 3.54 1.40
C -3.26 3.65 2.61
C -2.19 2.79 2.78
S -1.29 2.54 4.22
C -0.26 1.48 3.38
N -0.62 1.22 2.14
C -1.80 1.93 1.78
C -2.50 1.87 0.58
C 0.99 0.95 3.95
C 1.40 1.33 5.22
C 2.62 0.92 5.67
C 3.43 0.11 4.85
C 3.00 -0.18 3.58
C 1.76 0.20 3.11
H -5.77 3.93 -2.09
H -4.54 4.74 -1.08
H -5.97 4.06 -0.33
H -4.20 2.33 -3.03
H -3.10 1.36 -2.10
H -2.84 3.08 -2.28
H -6.14 1.37 -1.48
H -5.85 1.34 0.27
H -4.81 0.43 -0.81
H -4.81 4.23 1.28
H -3.60 4.34 3.38
H -2.10 1.17 -0.15
H 0.77 1.96 5.86
H 2.98 1.20 6.62
H 4.38 -0.21 5.19
H 3.64 -0.80 2.98
N 1.76 -5.89 -3.66
C 0.98 -4.91 -3.13
C 0.99 -3.62 -3.69
C 0.17 -2.66 -3.13
C -0.61 -2.93 -2.04
C -0.61 -4.21 -1.47
C 0.16 -5.19 -2.02
S -1.62 -1.62 -1.31
O -1.50 -0.45 -2.16
O -2.90 -2.12 -0.97
N -0.80 -1.18 0.09
C -0.79 -2.06 1.16
N 0.39 -2.01 1.76
C 0.65 -2.77 2.82
C -0.33 -3.63 3.27
C -1.56 -3.57 2.61
N -1.82 -2.75 1.59
H 2.52 -5.59 -4.24
H 1.99 -6.66 -3.06
H 1.69 -3.34 -4.52
H 0.17 -1.68 -3.56
H -1.29 -4.43 -0.64
H 0.21 -6.16 -1.55
H 1.58 -2.63 3.34
H -0.21 -4.30 4.11
H -2.36 -4.21 2.93
B 3.25 4.14 0.62
C 2.79 2.70 0.81
N 2.45 1.58 0.95
H 3.59 4.31 -0.54
H 2.38 4.92 0.93
H 4.23 4.27 1.30
N 0.48 1.25 -1.02
C 1.72 0.73 -1.63
C 2.62 1.49 -2.38
C 3.77 0.86 -2.87
C 3.97 -0.53 -2.71
C 3.15 -1.23 -1.86
C 2.02 -0.60 -1.33
S 5.11 -1.52 -3.78
O 4.17 -2.53 -4.21
O 6.21 -1.96 -2.94
O 5.52 -0.59 -4.82
H 0.47 2.27 -1.12
H -0.36 0.83 -1.45
H 2.41 2.55 -2.47
H 4.50 1.51 -3.33
H 3.32 -2.28 -1.74
H 1.24 -1.33 -0.95

Results
spin multiplicity	1
M	906.19	g/mol
highest occupied orbital energy	-0.29932	Eh
orbital gap	6.406	eV
energy above the lowest of the compared OMol25 structures with the same formula, charge and spin	9.14	kJ/mol

Here are the Löwdin charges for atoms 1 to 6, given in e: 1.744, -0.058, -0.525, -0.045, -0.022, -0.155